a.
Molecular formula: C3H10N2S2
Method: DFT, ωB97M-V/def2-TZVPD

Calculated values
Structure (SMILES) ... C/N=C\N.CSS
Kohn-Sham gap ... 9.4 eV

The geometry in XYZ format:
```
17
C3H10N2S2 ωB97M-V/def2-TZVPD
S -1.19 0.29 -1.78
S -1.56 1.27 -0.01
N 2.13 -1.25 1.82
N -0.03 -1.55 0.86
C 1.06 -1.91 1.70
C 2.07 0.22 1.82
C 0.44 0.94 -2.21
H 2.40 0.57 0.84
H 2.69 0.64 2.61
H 0.63 0.61 -3.24
H 0.43 2.02 -2.11
H -0.02 -1.95 -0.07
H 1.23 0.52 -1.59
H 0.89 -2.84 2.27
H -0.68 0.63 0.79
H -0.91 -1.80 1.30
H 1.05 0.60 1.98
```

Population analysis type Löwdin, resulting atomic charges in e:
1. S 0.338
2. S 0.297
3. N -0.011
4. N 0.016
5. C -0.296
6. C -0.128
7. C -0.484
8. H 0.065
9. H 0.069
10. H 0.027
11. H 0.027
12. H 0.067
13. H 0.016
14. H 0.107
15. H -0.238
16. H 0.081
17. H 0.047


b.
Molecular formula: C3H10N2S2
Method: DFT, ωB97M-V/def2-TZVPD

Calculated values
Structure (SMILES) ... NC[C@@H](N)CSS
Kohn-Sham gap ... 8.9 eV

The geometry in XYZ format:
```
17
C3H10N2S2 ωB97M-V/def2-TZVPD
S 1.77 0.41 0.41
S 1.19 2.45 0.01
N -2.59 -2.77 -0.35
N -0.78 -0.13 -1.51
C 0.19 -0.29 1.00
C -1.86 -1.64 0.26
C -0.52 -1.03 -0.34
H -1.71 -0.26 -1.98
H -0.37 0.53 1.46
H 1.60 2.70 1.26
H -1.62 -1.88 1.37
H -2.53 -0.73 0.22
H -0.59 0.94 -1.47
H 0.34 -1.08 1.74
H 0.19 -1.83 -0.70
H -3.48 -3.02 0.07
H -2.50 -3.06 -1.30
```

Population analysis type Löwdin, resulting atomic charges in e:
1. S 0.437
2. S 0.323
3. N -0.024
4. N -0.029
5. C -0.521
6. C -0.269
7. C -0.395
8. H 0.071
9. H 0.055
10. H -0.215
11. H 0.114
12. H 0.111
13. H 0.056
14. H 0.057
15. H 0.119
16. H 0.061
17. H 0.048


Ranking the structures above by stability puts a first and b last.